{
  "formula": "C15H16FS",
  "method": "ωB97M-V with the def2-TZVPD basis set",
  "species": ["H", "C", "C", "H", "C", "H", "C", "H", "C", "C", "C", "H", "H", "S", "F", "C", "H", "H", "C", "H", "H", "H", "H", "C", "H", "H", "H", "C", "C", "C", "H", "C", "C"],
  "coordinates": [[-4.171, -1.311, -1.839], [-1.788, 1.354, -0.280], [2.567, 2.565, 0.193], [4.641, 0.395, -1.445], [1.320, 0.662, -0.669], [-0.990, -2.655, 2.615], [2.521, 0.179, -1.248], [-5.142, 0.659, -0.590], [-3.520, -0.551, -1.394], [3.727, 0.836, -1.050], [-1.262, 0.178, -0.837], [0.353, -1.261, -1.057], [-1.385, -2.805, 0.845], [0.149, -1.015, 1.399], [-3.698, 2.527, 0.521], [1.506, -2.144, 1.717], [4.712, 2.526, -0.128], [1.663, -2.832, 0.882], [-2.144, -0.727, -1.464], [2.473, -0.762, -1.809], [0.468, 2.287, 0.484], [-1.712, -1.592, -1.979], [-2.103, -1.485, 1.837], [3.763, 2.024, -0.301], [2.381, -1.511, 1.876], [1.241, -2.662, 2.643], [2.579, 3.490, 0.763], [-1.231, -2.126, 1.688], [-3.180, 1.480, -0.206], [0.149, -0.265, -0.633], [-1.174, 2.121, 0.159], [1.356, 1.880, 0.018], [-4.069, 0.539, -0.714]],
  "forces_ev_per_angstrom": [[0.21, 0.42, 0.15], [-0.83, -0.43, 0.10], [0.07, -0.51, -0.21], [-0.20, 0.23, 0.03], [0.58, -0.54, 0.23], [-0.17, 0.04, -0.23], [-0.55, -0.22, 0.39], [0.26, 0.05, -0.01], [-0.23, -0.15, -0.15], [-0.09, 0.22, 0.14], [-0.36, -0.25, 0.14], [-0.07, 0.66, -0.32], [0.01, 0.02, 0.23], [-0.20, 0.89, -0.02], [0.64, -0.90, -0.96], [0.31, 0.32, -0.43], [-0.20, -0.08, 0.00], [-0.01, 0.00, 0.24], [0.48, -0.10, 0.30], [0.18, 0.35, 0.21], [0.38, -0.06, 0.01], [-0.30, 0.22, 0.25], [0.01, -0.24, -0.05], [-0.57, -0.18, -0.29], [0.01, -0.27, -0.04], [0.18, 0.03, -0.22], [0.00, -0.15, -0.15], [-0.24, 0.30, -0.39], [-0.17, 0.52, 0.75], [0.08, -0.34, 0.25], [-0.27, -0.05, 0.07], [0.56, 0.21, 0.17], [0.51, 0.00, -0.20]],
  "largest_force_ev_per_a": 1.46,
  "charge": 1,
  "e_lumo_ev": -4.3,
  "homo_energy_ev": -12.742,
  "energy_ev": -29359.9815
}

---

{
  "formula": "C12H13Cl5CrN2O5",
  "method": "ωB97M-V with the def2-TZVPD basis set",
  "species": ["O", "H", "O", "Cl", "H", "Cl", "H", "H", "C", "C", "C", "C", "H", "O", "C", "H", "O", "C", "Cl", "C", "N", "Cl", "H", "H", "H", "C", "C", "C", "N", "H", "Cr", "H", "O", "C", "C", "H", "Cl", "H"],
  "coordinates": [[-0.242, -2.341, -0.208], [2.573, -0.017, 0.236], [-0.104, -0.298, 1.792], [2.477, 5.318, 0.394], [-0.175, 0.681, -2.577], [-2.065, 1.204, -0.346], [-0.192, -0.946, -2.478], [1.919, -0.402, -3.437], [-1.054, -3.127, 0.269], [-0.842, 2.466, -0.174], [1.728, -0.159, -2.395], [0.407, 1.916, -0.007], [-2.878, -3.509, 1.326], [-0.765, -4.388, 0.490], [2.335, -1.183, -1.461], [-3.058, -2.864, -0.313], [-0.077, -2.070, 3.165], [-0.687, -1.265, 2.517], [-2.783, 4.319, -0.395], [1.434, 2.831, 0.168], [1.980, -0.784, -0.074], [3.082, 2.287, 0.378], [3.411, -1.257, -1.603], [-2.601, -0.305, 2.718], [1.898, -2.163, -1.646], [-2.204, -1.271, 2.417], [-1.164, 3.807, -0.181], [-0.110, 4.698, 0.000], [0.254, -0.110, -2.106], [2.133, 0.832, -2.190], [0.037, -0.084, -0.015], [2.108, -1.547, 0.583], [-2.618, -1.461, 1.062], [-2.490, -2.780, 0.614], [1.191, 4.209, 0.175], [0.158, -4.562, 0.242], [-0.416, 6.381, 0.001], [-2.598, -2.056, 3.059]],
  "forces_ev_per_angstrom": [[-0.22, 0.11, 0.12], [0.04, 0.02, 0.01], [-0.55, 0.03, -0.45], [0.05, 0.03, 0.01], [0.03, 0.08, 0.02], [-0.12, -0.06, -0.06], [0.01, -0.02, 0.00], [0.00, -0.04, -0.07], [0.05, -0.04, -0.07], [0.03, -0.08, 0.01], [-0.29, 0.05, 0.07], [0.13, 0.02, 0.07], [0.01, -0.03, 0.05], [-0.01, 0.05, -0.09], [-0.07, 0.06, 0.20], [-0.06, -0.06, -0.06], [0.09, -0.02, -0.01], [0.45, 0.11, -0.17], [0.03, 0.05, 0.00], [-0.01, 0.13, -0.04], [0.06, 0.02, -0.34], [-0.16, -0.02, -0.01], [0.05, 0.04, 0.01], [-0.01, 0.03, 0.04], [0.00, -0.04, -0.01], [-0.18, 0.12, -0.22], [-0.13, -0.01, -0.02], [0.04, 0.01, 0.00], [0.29, -0.08, -0.07], [-0.01, 0.02, 0.01], [0.35, -0.39, 0.91], [-0.07, -0.07, -0.02], [0.02, 0.02, 0.04], [0.11, 0.14, 0.11], [0.05, -0.05, 0.00], [0.00, -0.06, -0.01], [0.00, 0.00, 0.01], [-0.03, -0.05, 0.05]],
  "largest_force_ev_per_a": 1.05,
  "e_above_lowest_kcal_mol": 1.7,
  "charge": 1,
  "e_lumo_ev": [-4.3, -3.7],
  "homo_energy_ev": [-11.891, -11.963],
  "s_squared": 0.7603,
  "spin_multiplicity": 2,
  "energy_ev": -116900.7829
}

---

{
  "formula": "C2H3N3OS",
  "method": "ωB97M-V with the def2-TZVPD basis set",
  "species": ["H", "C", "N", "H", "C", "O", "N", "S", "N", "H"],
  "coordinates": [[1.339, -0.406, 1.906], [1.054, -0.086, 0.816], [-0.820, -1.544, 0.034], [-2.070, 0.959, -0.331], [0.019, -0.547, -0.056], [0.955, 1.367, -0.848], [1.578, 0.973, 0.354], [-1.494, 0.879, -1.668], [0.078, 0.298, -1.203], [-0.638, -1.893, 0.996]],
  "forces_ev_per_angstrom": [[-0.56, 0.34, -2.55], [0.82, 0.40, 2.25], [1.69, 1.81, 1.14], [0.83, -0.06, -1.95], [-2.05, -2.54, -1.22], [0.92, -1.02, 1.39], [0.17, 1.48, -0.64], [-0.14, -0.02, 1.76], [-1.32, -0.07, 0.60], [-0.35, -0.32, -0.79]],
  "largest_force_ev_per_a": 3.48,
  "e_above_lowest_kcal_mol": 89.0,
  "charge": 0,
  "e_lumo_ev": -0.2,
  "homo_energy_ev": -9.514,
  "smiles": "[H]/N=c1\\cnon1S",
  "energy_ev": -19471.2282
}

---

{
  "formula": "C43H33AsCl4O12PdS",
  "method": "ωB97M-V with the def2-TZVPD basis set",
  "species": ["C", "C", "H", "H", "H", "O", "H", "H", "H", "C", "C", "O", "H", "O", "C", "C", "C", "C", "C", "C", "Cl", "H", "H", "C", "H", "C", "C", "H", "C", "C", "O", "O", "Cl", "Cl", "C", "C", "Cl", "H", "H", "C", "H", "C", "O", "C", "C", "H", "H", "C", "H", "O", "C", "C", "O", "H", "C", "H", "H", "O", "As", "C", "O", "O", "C", "H", "C", "C", "H", "C", "C", "C", "C", "H", "H", "C", "C", "H", "C", "H", "H", "C", "H", "C", "H", "C", "C", "H", "H", "H", "Pd", "C", "O", "C", "H", "S", "C"],
  "coordinates": [[2.311, 0.936, 1.649], [-0.721, 3.000, -3.708], [6.286, 0.695, -0.799], [-1.539, 5.614, -5.709], [6.563, 2.177, 3.212], [-3.506, 0.630, -2.658], [5.190, -2.392, 4.339], [1.165, -1.296, -1.711], [-1.210, -5.574, 2.511], [1.155, -3.643, 1.006], [1.553, -6.000, 0.617], [1.851, 3.696, -2.992], [-3.818, 4.932, -5.000], [-1.121, 0.386, 2.040], [5.979, 1.775, 2.392], [3.901, -2.266, 0.018], [-1.935, -1.182, 3.600], [-3.155, -2.628, 1.445], [1.461, 4.636, 1.507], [-3.300, -3.021, 2.720], [-4.208, -4.431, 3.104], [0.165, -7.384, 1.498], [5.885, -2.383, -0.778], [-2.366, -1.411, 1.082], [7.664, 1.580, 1.068], [-0.324, -5.334, 1.935], [4.847, -2.152, -0.992], [5.217, -1.601, -3.037], [0.441, -6.345, 1.366], [-3.110, 3.308, -3.791], [2.728, -0.177, 3.841], [0.664, 2.138, -1.231], [-3.823, -3.483, 0.135], [-1.193, -0.313, 4.875], [1.889, -0.142, 2.676], [2.562, -1.955, -0.220], [-2.900, -2.876, 5.421], [0.431, 4.405, -4.841], [-4.091, 2.971, -3.487], [3.276, -1.479, 4.002], [2.822, -1.009, -3.456], [6.595, 1.443, 1.191], [1.624, 1.053, -3.759], [1.465, -2.118, 0.841], [3.838, 1.080, 1.507], [2.737, -1.592, 6.088], [1.533, 5.428, 0.772], [5.826, 0.951, 0.148], [2.327, 3.151, 0.218], [-1.062, 0.364, -2.548], [-2.001, 2.612, -3.335], [3.143, -1.407, -2.504], [-2.187, 1.715, -0.908], [0.345, 4.031, 4.641], [-2.670, -2.285, 3.822], [1.143, 1.788, 4.077], [5.228, -0.928, 3.327], [-2.202, -1.100, -0.063], [0.851, 2.191, -2.896], [-1.673, 4.773, -5.038], [0.252, -1.560, 0.468], [3.032, -2.166, 2.799], [0.037, -4.010, 1.752], [2.156, -6.773, 0.155], [4.474, -1.716, -2.255], [4.613, 1.599, 2.544], [4.135, 1.874, 3.475], [-0.565, 4.087, -4.563], [1.913, 3.367, 1.191], [4.777, -1.391, 4.201], [1.820, -1.627, 2.275], [2.446, 3.677, -2.235], [0.530, 5.876, 2.997], [2.195, -1.549, -1.500], [0.788, 3.852, 3.668], [5.003, -0.789, 5.082], [1.792, 2.316, 2.096], [-0.575, -3.229, 2.181], [2.766, -4.427, -0.170], [1.905, -4.666, 0.437], [3.857, 0.403, -0.516], [4.457, 0.775, 0.301], [2.982, -3.174, 5.311], [-1.745, -0.627, 2.235], [0.895, 4.885, 2.750], [0.893, 0.138, 3.001], [1.509, -2.236, 4.994], [0.995, -2.033, 2.878], [0.053, 0.435, -0.212], [2.581, -2.169, 5.176], [1.849, 0.563, 0.400], [-2.949, 4.391, -4.642], [4.213, -2.583, 1.003], [-2.230, 1.194, -2.258], [1.232, 2.576, 3.341]],
  "forces_ev_per_angstrom": [[0.02, -0.20, -0.07], [0.01, 0.14, 0.15], [0.01, 0.00, 0.00], [0.00, 0.01, 0.00], [0.00, 0.00, 0.01], [0.06, 0.00, -0.01], [0.00, -0.02, 0.00], [0.02, -0.04, -0.02], [-0.01, -0.01, 0.01], [0.21, 0.03, -0.05], [0.00, -0.02, -0.01], [-0.09, 0.00, -0.13], [-0.01, 0.00, -0.01], [-0.71, 0.07, 0.25], [0.00, 0.01, 0.02], [-0.08, -0.07, 0.03], [0.07, -0.12, 0.09], [0.04, -0.02, 0.06], [0.03, -0.01, -0.06], [-0.02, 0.01, -0.17], [-0.03, -0.05, 0.01], [0.00, -0.01, 0.00], [0.01, 0.00, 0.01], [0.11, -0.25, -0.32], [0.01, 0.00, 0.00], [-0.01, 0.01, 0.00], [0.00, -0.08, -0.06], [0.00, 0.01, 0.00], [-0.01, -0.02, 0.00], [-0.09, -0.02, -0.09], [-0.01, -0.04, 0.07], [-0.43, 0.14, 0.09], [-0.04, -0.02, -0.05], [0.06, 0.05, 0.00], [-0.06, -0.04, -0.07], [0.04, -0.03, 0.01], [0.01, 0.00, 0.01], [0.00, -0.01, 0.02], [-0.02, -0.01, 0.00], [0.06, -0.04, 0.08], [0.01, 0.02, -0.02], [0.02, 0.00, 0.00], [0.08, -0.20, -0.20], [0.01, -0.16, -0.22], [0.04, 0.05, 0.09], [0.01, 0.02, 0.01], [0.00, 0.00, 0.00], [0.04, 0.02, -0.01], [-0.01, -0.01, -0.08], [0.10, -0.33, -0.10], [0.08, -0.16, 0.04], [-0.08, 0.00, 0.00], [-0.25, 0.16, 0.61], [0.00, 0.01, 0.01], [0.04, 0.15, 0.01], [0.00, 0.00, 0.03], [0.02, 0.01, -0.02], [-0.48, 0.25, 0.20], [0.15, 0.27, 0.09], [0.00, -0.03, 0.02], [-0.64, 0.13, 0.58], [0.01, -0.01, -0.02], [-0.06, 0.02, 0.04], [0.00, 0.00, 0.00], [0.07, -0.04, 0.01], [-0.01, 0.01, -0.03], [0.00, 0.01, 0.02], [0.02, 0.01, -0.05], [-0.07, -0.02, 0.01], [-0.07, -0.01, -0.02], [-0.12, 0.08, -0.05], [-0.02, -0.06, 0.06], [0.00, 0.00, 0.00], [0.08, -0.08, -0.04], [-0.02, 0.05, 0.00], [0.00, 0.02, 0.01], [-0.07, 0.00, 0.01], [0.02, 0.00, 0.00], [0.02, 0.01, 0.00], [-0.02, 0.01, -0.01], [-0.03, 0.05, 0.00], [-0.03, 0.03, 0.04], [0.01, -0.01, 0.00], [0.28, 0.07, -0.12], [-0.02, 0.00, 0.06], [-0.11, 0.01, -0.01], [-0.02, -0.01, 0.00], [0.00, 0.05, 0.00], [1.45, -0.10, -0.54], [0.01, 0.02, -0.06], [0.93, 0.29, 0.36], [0.05, -0.02, 0.01], [0.00, 0.00, -0.03], [-0.63, 0.10, -0.48], [0.07, -0.02, -0.02]],
  "largest_force_ev_per_a": 1.55,
  "e_above_lowest_kcal_mol": 22.5,
  "charge": -2,
  "e_lumo_ev": 2.3,
  "homo_energy_ev": -2.973,
  "energy_ev": -194939.7648
}